Record 1
{"formula": "C2H4N4O", "method": "ωB97M-V with the def2-TZVPD basis set", "lumo_ha": 0.0225, "mol_weight_g_mol": 100.1, "orbital_gap_ev": 8.5, "de_lowest_kcal_mol": 147.5, "total_charge": 0, "smiles": "NNc1conn1", "symbols": ["O", "N", "N", "N", "N", "C", "C", "H", "H", "H", "H"], "positions_angstrom": [[2.426, -0.491, 0.153], [-1.170, -0.288, -0.142], [2.095, 0.784, 0.472], [0.851, 0.976, 0.313], [-2.071, 0.763, 0.326], [0.140, -0.061, 0.005], [1.469, -1.264, -0.127], [-2.181, 1.276, -0.513], [1.497, -2.080, -0.707], [-1.409, -1.002, -0.769], [-1.645, 1.386, 0.987]], "mulliken_charge": [0.003, -0.089, -0.327, -0.223, -0.575, 0.280, -0.201, 0.248, 0.366, 0.213, 0.305]}

---

Record 2
{"formula": "C21H38BBeBrF3N3O10", "method": "ωB97M-V with the def2-TZVPD basis set", "lumo_ha": -0.1544, "mol_weight_g_mol": 649.3, "orbital_gap_ev": 3.2, "total_charge": 0, "symbols": ["Br", "F", "F", "F", "O", "O", "O", "O", "O", "O", "O", "O", "O", "O", "N", "N", "N", "C", "C", "C", "C", "C", "C", "C", "C", "C", "C", "C", "C", "C", "C", "C", "C", "C", "C", "C", "C", "C", "B", "Be", "H", "H", "H", "H", "H", "H", "H", "H", "H", "H", "H", "H", "H", "H", "H", "H", "H", "H", "H", "H", "H", "H", "H", "H", "H", "H", "H", "H", "H", "H", "H", "H", "H", "H", "H", "H", "H", "H"], "positions_angstrom": [[3.148, -2.400, -7.450], [-3.230, -0.993, 6.059], [-5.166, -0.642, 7.366], [-3.985, -2.584, 5.397], [-0.520, -2.794, 0.282], [-3.745, 1.199, 6.889], [-1.040, -0.860, -0.787], [-5.068, 0.273, 5.178], [0.365, -1.931, 5.049], [1.704, -2.372, 3.143], [-1.666, 1.980, 3.712], [-5.475, 2.195, 4.084], [-3.849, 3.332, 6.185], [3.356, -0.771, 3.052], [0.421, 0.745, 2.226], [-0.152, 3.469, 4.781], [1.378, -0.671, -5.190], [1.446, -0.173, 1.617], [-1.154, -2.090, -0.545], [2.558, -1.820, -3.244], [0.481, -0.104, -7.587], [-0.950, -2.364, 3.009], [0.656, 0.210, -4.167], [-4.139, 2.168, 6.059], [2.217, -1.119, 2.658], [2.667, -0.005, -5.700], [0.454, -2.197, 3.788], [1.725, -2.012, -4.503], [-0.019, 1.324, -7.418], [-4.963, 1.591, 4.994], [0.431, 4.460, 3.819], [-2.201, -2.833, -1.363], [0.409, -1.003, -6.354], [0.804, 3.109, 5.880], [-0.476, 2.258, 3.998], [0.774, 1.294, 3.581], [1.879, -0.885, -2.255], [1.478, 0.426, -2.905], [-4.308, -0.065, 6.388], [-1.417, -1.371, 5.259], [-0.284, -0.291, -3.918], [2.261, -2.620, -5.229], [0.427, 1.163, -4.645], [0.857, -0.883, 0.903], [-0.532, 0.309, 2.184], [-0.606, -1.029, -5.941], [-0.132, -0.573, -8.364], [2.719, -2.794, -2.771], [1.908, 3.237, 5.547], [-0.965, -3.442, 2.619], [-2.947, -3.274, -0.698], [1.747, 1.901, 3.489], [0.576, 3.758, 6.809], [0.652, -2.015, -6.676], [1.494, -0.096, -7.997], [2.548, -0.695, -1.407], [0.987, -1.374, -1.851], [-1.061, -1.611, 2.156], [-1.097, 1.337, -7.225], [3.196, -0.638, -6.482], [0.773, -2.497, -4.264], [-1.725, -3.631, -1.938], [3.555, -1.443, -3.491], [0.889, 1.012, -2.193], [3.344, 0.154, -4.863], [0.835, 0.510, 4.412], [0.163, 1.888, -8.336], [-2.711, -2.163, -2.058], [-1.852, -2.226, 3.740], [0.480, 1.860, -6.611], [2.403, 0.966, -6.119], [0.863, 3.993, 2.861], [0.353, 1.571, 1.587], [2.172, 0.397, 0.933], [1.262, 5.095, 4.279], [2.367, 1.025, -3.125], [-0.443, 5.132, 3.470], [0.694, 2.010, 6.225]], "mulliken_charge": [-0.714, -0.270, -0.285, -0.617, -0.753, -0.482, -0.718, -0.458, -0.466, -0.251, -0.489, -0.609, -0.619, -0.452, -0.128, 0.060, 0.175, 0.255, 0.981, -1.131, -0.529, -0.643, -0.698, 0.664, 0.269, -0.948, 0.933, -0.608, -1.190, 0.603, -0.739, -1.350, -0.649, -0.756, -0.139, -0.443, 0.577, -0.821, 0.532, 0.884, 0.451, 0.450, 0.361, -0.199, 0.566, 0.468, 0.444, 0.427, 0.356, 0.386, 0.384, 0.332, 0.303, 0.482, 0.250, 0.232, -0.506, -0.034, 0.332, -0.058, 0.435, 0.288, 0.345, 0.397, 0.481, 0.286, 0.391, 0.316, 0.546, 0.245, 0.436, 0.249, 0.489, 0.422, 0.362, 0.399, 0.281, 0.227]}

---

Record 3
{"formula": "C6H37NO11", "method": "ωB97M-V with the def2-TZVPD basis set", "lumo_ha": 0.0083, "mol_weight_g_mol": 299.4, "orbital_gap_ev": 9.3, "de_lowest_kcal_mol": 72.1, "total_charge": 0, "smiles": "CCN(CC)CC.O.O.O.O.O.O.O.O.O.O.O", "symbols": ["O", "O", "O", "O", "O", "O", "O", "O", "O", "O", "O", "N", "C", "C", "C", "C", "C", "C", "H", "H", "H", "H", "H", "H", "H", "H", "H", "H", "H", "H", "H", "H", "H", "H", "H", "H", "H", "H", "H", "H", "H", "H", "H", "H", "H", "H", "H", "H", "H", "H", "H", "H", "H", "H", "H"], "positions_angstrom": [[2.138, -0.123, 2.529], [3.102, -2.411, 1.504], [-0.453, -0.011, 4.658], [4.506, -0.669, -0.446], [0.132, 1.828, 2.299], [-2.575, 2.595, 1.330], [0.584, -1.191, -4.697], [-2.042, -1.964, 2.870], [-0.911, -3.742, 1.078], [0.028, -3.606, -1.515], [2.730, -2.528, -1.067], [-0.666, 1.679, -1.350], [-0.248, 0.409, -0.761], [0.528, 2.484, -1.622], [-3.093, 1.477, -1.841], [0.449, 3.845, -0.930], [-1.314, -0.522, -0.138], [-1.680, 1.649, -2.398], [-0.374, 1.844, 1.478], [-1.225, -2.950, 1.552], [1.391, 2.061, -1.108], [-1.598, 2.505, -3.061], [-0.439, 2.409, 2.822], [3.199, -2.330, 2.463], [-1.938, -1.003, -0.889], [1.185, -0.910, -3.986], [-0.083, 0.802, 4.291], [3.542, -0.656, -0.544], [0.237, -0.335, -1.423], [-0.564, -4.273, 1.804], [-0.018, -1.646, -4.085], [-0.631, -4.153, -1.950], [1.358, 4.338, -0.575], [-1.883, 2.252, 0.761], [-2.392, -2.154, 3.748], [-0.092, 3.792, 0.021], [-0.138, 4.589, -1.476], [-0.736, -1.317, 0.331], [3.066, -3.209, -0.482], [1.366, 0.399, 2.265], [-1.609, 0.740, -3.011], [1.862, -2.823, -1.362], [-1.273, -1.423, 3.115], [-3.793, 1.204, -2.632], [-3.117, 2.997, 0.640], [0.767, 2.626, -2.677], [-3.475, 2.412, -1.421], [-0.363, -3.248, -0.700], [3.870, -1.936, 1.140], [2.372, -0.702, 1.782], [0.300, -0.587, 4.449], [0.451, 0.525, 0.067], [-3.138, 0.699, -1.100], [-1.962, -0.014, 0.578], [4.659, 0.280, -0.325]], "mulliken_charge": [-0.648, -0.670, -0.673, -0.626, -0.665, -0.626, -0.628, -0.659, -0.649, -0.665, -0.553, 0.882, -0.920, -0.560, -1.157, -1.081, -0.871, -0.521, 0.183, 0.354, 0.088, 0.561, 0.356, 0.266, 0.500, 0.322, 0.281, 0.266, 0.088, 0.277, 0.304, 0.274, 0.420, 0.147, 0.280, 0.231, 0.318, -0.136, 0.287, 0.397, 0.149, 0.318, 0.415, 0.442, 0.326, 0.575, 0.174, 0.445, 0.387, 0.429, 0.321, 0.372, 0.279, 0.275, 0.323]}

---

Record 4
{"formula": "C41H53AsBeF6N9", "method": "ωB97M-V with the def2-TZVPD basis set", "lumo_ha": -0.3720, "mol_weight_g_mol": 869.9, "orbital_gap_ev": 1.0, "total_charge": 1, "symbols": ["As", "F", "F", "F", "F", "F", "F", "N", "N", "N", "N", "N", "N", "N", "N", "N", "C", "C", "C", "C", "C", "C", "C", "C", "C", "C", "C", "C", "C", "C", "C", "C", "C", "C", "C", "C", "C", "C", "C", "C", "C", "C", "C", "C", "C", "C", "C", "C", "C", "C", "C", "C", "C", "C", "C", "C", "C", "Be", "H", "H", "H", "H", "H", "H", "H", "H", "H", "H", "H", "H", "H", "H", "H", "H", "H", "H", "H", "H", "H", "H", "H", "H", "H", "H", "H", "H", "H", "H", "H", "H", "H", "H", "H", "H", "H", "H", "H", "H", "H", "H", "H", "H", "H", "H", "H", "H", "H", "H", "H", "H", "H"], "positions_angstrom": [[-7.761, 14.713, 14.121], [-6.114, 14.248, 14.819], [-7.309, 14.091, 12.483], [-8.385, 13.092, 14.627], [-8.199, 15.394, 15.741], [-9.454, 15.060, 13.424], [-7.190, 16.372, 13.675], [-6.241, 16.985, 7.184], [-13.273, 21.478, 15.799], [-0.370, 20.208, 12.396], [-2.272, 12.808, 10.520], [-7.457, 8.750, 12.383], [-11.489, 13.333, 8.057], [-15.685, 14.410, 21.481], [-8.704, 21.339, 20.258], [-6.871, 12.668, 24.001], [-6.526, 14.107, 21.574], [-5.527, 17.462, 6.164], [-7.626, 7.560, 15.735], [-7.105, 14.031, 23.930], [-0.999, 12.025, 12.388], [-12.448, 21.037, 15.132], [-11.383, 20.475, 14.262], [-1.371, 20.343, 11.837], [-12.900, 19.647, 12.278], [-7.711, 8.056, 13.243], [-7.133, 17.811, 7.752], [-12.518, 15.123, 20.109], [-5.653, 18.767, 5.693], [-2.843, 23.034, 11.469], [-14.549, 14.588, 21.476], [-12.271, 12.775, 9.052], [-7.064, 20.765, 18.528], [-6.677, 19.560, 6.135], [-13.505, 14.298, 7.034], [-2.112, 11.964, 11.577], [-2.610, 20.487, 11.088], [-11.725, 20.573, 12.768], [-8.072, 7.138, 14.318], [0.073, 12.755, 12.005], [-6.135, 7.973, 15.796], [-7.424, 19.084, 7.242], [0.023, 13.474, 10.858], [-6.851, 14.793, 22.746], [-13.201, 16.273, 19.286], [-6.846, 22.141, 18.357], [-7.518, 23.090, 19.143], [-14.234, 13.814, 8.156], [-2.781, 21.816, 10.498], [-8.429, 22.642, 20.109], [-6.295, 12.764, 21.588], [-12.184, 14.133, 7.136], [-6.559, 12.056, 22.789], [-8.057, 20.455, 19.394], [-13.089, 14.819, 21.486], [-13.595, 13.095, 9.223], [-1.155, 13.488, 10.161], [-6.723, 12.217, 8.071], [-11.724, 12.188, 9.774], [-12.634, 18.597, 12.154], [-6.432, 10.985, 22.859], [-5.852, 8.210, 16.822], [-7.784, 6.796, 16.496], [-3.471, 20.132, 11.653], [-7.738, 17.424, 8.558], [-11.819, 21.643, 12.582], [-6.567, 20.056, 17.882], [-12.639, 16.507, 18.382], [-2.760, 23.958, 10.897], [-13.414, 19.982, 11.377], [-13.680, 19.562, 13.034], [-12.636, 13.906, 21.871], [-11.443, 15.305, 20.135], [-7.360, 24.158, 19.139], [-5.601, 7.092, 15.441], [0.995, 12.791, 12.565], [-7.409, 14.573, 24.814], [-5.129, 19.032, 4.786], [-6.089, 12.328, 20.622], [-11.600, 14.571, 6.340], [-13.253, 17.217, 19.828], [-6.921, 15.871, 22.767], [-12.843, 15.659, 22.135], [-15.302, 13.962, 8.208], [-4.735, 16.805, 5.836], [-1.171, 14.063, 9.247], [-3.762, 21.752, 10.026], [-6.079, 22.451, 17.664], [-14.235, 15.994, 19.079], [-7.545, 6.264, 13.935], [-5.978, 8.847, 15.163], [-8.942, 23.298, 20.796], [-0.903, 11.409, 13.271], [-10.458, 20.995, 14.512], [-3.768, 22.959, 12.041], [-6.347, 14.602, 20.631], [-6.971, 20.478, 5.648], [-11.332, 19.405, 14.463], [-9.141, 7.029, 14.136], [-8.279, 8.363, 16.076], [-10.845, 20.237, 12.219], [-2.467, 19.788, 10.263], [-2.092, 22.964, 12.256], [0.916, 14.039, 10.638], [-8.268, 19.636, 7.628], [-13.982, 14.856, 6.242], [-12.717, 14.178, 19.605], [-1.973, 22.041, 9.802], [-8.339, 19.421, 19.532], [-2.946, 11.370, 11.919], [-14.278, 12.742, 9.981]], "mulliken_charge": [2.078, -0.519, -0.523, -0.495, -0.511, -0.534, -0.501, -0.484, -0.416, -0.423, -0.435, -0.437, -0.462, -0.396, -0.469, -0.468, -0.207, -0.126, -0.438, -0.134, -0.292, 0.227, -0.438, 0.194, -1.085, 0.172, -0.234, -0.472, -0.459, -1.113, 0.199, -0.152, -0.455, -0.182, -0.432, -0.192, -0.315, -0.395, -0.349, -0.156, -1.061, -0.317, -0.294, -0.292, -1.120, -0.186, -0.319, -0.074, -0.398, -0.088, -0.309, -0.087, -0.148, -0.188, -0.299, -0.417, -0.136, 0.777, 0.377, 0.322, 0.369, 0.332, 0.310, 0.315, 0.438, 0.335, 0.398, 0.326, 0.308, 0.315, 0.316, 0.259, 0.326, 0.361, 0.274, 0.367, 0.368, 0.369, 0.368, 0.341, 0.307, 0.373, 0.275, 0.363, 0.381, 0.353, 0.253, 0.396, 0.344, 0.252, 0.330, 0.387, 0.347, 0.286, 0.312, 0.394, 0.408, 0.265, 0.304, 0.316, 0.269, 0.211, 0.338, 0.345, 0.390, 0.369, 0.251, 0.317, 0.419, 0.374, 0.362]}